This record from the Open Molecules 2025 dataset describes a cluster of 6 separate species, C21H36O18 in total. The level of theory is the ωB97M-V functional and the def2-TZVPD basis.

Positions of all 75 atoms, in Å:
C 4.122 3.465 -1.958
C 2.761 4.165 -1.832
C 1.638 3.250 -2.051
O 1.312 3.016 -0.689
C 1.976 3.874 0.129
O 1.833 3.839 1.337
O 2.799 4.621 -0.535
H 4.410 3.456 -2.971
H 4.053 2.378 -1.694
H 4.844 4.014 -1.407
H 2.617 4.961 -2.503
H 1.838 2.278 -2.675
H 0.753 3.625 -2.588
C -0.958 1.470 2.106
C -0.584 0.261 3.102
C -1.082 0.320 4.538
O -1.466 -1.018 4.829
C -1.666 -1.636 3.730
O -2.147 -2.783 3.675
O -1.187 -0.926 2.714
H -0.689 1.167 1.125
H -0.452 2.407 2.263
H -2.003 1.520 1.912
H 0.509 0.154 3.142
H -1.853 0.994 4.716
H -0.224 0.727 5.146
C 5.389 -0.092 -1.919
C 4.149 -0.472 -1.126
C 4.278 -1.506 -0.111
O 3.567 -1.020 0.946
C 2.947 0.109 0.573
O 2.216 0.724 1.342
O 3.248 0.540 -0.643
H 5.973 -0.992 -2.148
H 6.151 0.623 -1.446
H 5.036 0.324 -2.824
H 3.482 -0.901 -1.885
H 5.351 -1.749 0.080
H 3.905 -2.518 -0.357
C 3.189 -5.062 -0.729
O 1.841 -5.516 -0.719
C 0.869 -4.611 -0.319
O 1.265 -3.263 -0.068
O -0.368 -5.133 -0.296
C -1.479 -4.224 -0.137
H 3.490 -4.551 0.271
H 3.224 -4.247 -1.450
H 3.917 -5.708 -1.167
H -2.463 -4.677 -0.274
H -1.473 -3.508 -0.995
H -1.457 -3.861 0.896
C -6.621 2.113 0.814
O -5.627 1.240 1.415
C -5.307 0.071 0.906
O -5.774 -0.292 -0.386
O -4.395 -0.688 1.574
C -3.890 -1.896 0.941
H -6.725 3.045 1.299
H -7.610 1.713 0.784
H -6.267 2.376 -0.159
H -4.253 -2.250 0.015
H -4.010 -2.750 1.662
H -2.870 -1.796 0.671
C -3.965 1.971 -2.172
O -3.214 0.977 -1.647
C -1.931 0.954 -1.676
O -1.148 1.896 -2.277
O -1.375 -0.153 -1.093
C -0.086 -0.315 -0.800
H -4.943 1.581 -2.322
H -3.691 2.327 -3.123
H -4.200 2.763 -1.419
H 0.271 0.662 -0.485
H 0.339 -0.762 -1.636
H -0.106 -1.093 0.056

## Properties
HOMO in eV: -9.85
Orbital gap in eV: 10.21
Largest force on an atom in eV Å⁻¹: 8.9
SMILES: C[C@H]1COC(=O)O1.C[C@H]1COC(=O)O1.C[C@H]1COC(=O)O1.COC(=O)OC.COC(=O)OC.COC(=O)OC
Energy above the lowest of the compared OMol25 structures with the same formula, charge and spin in eV: 7.719